[1]
{
  "formula": "C4H11N2O",
  "method": "ωB97M-V with the def2-TZVPD basis set",
  "elements": ["O", "C", "N", "C", "C", "N", "C", "H", "H", "H", "H", "H", "H", "H", "H", "H", "H", "H"],
  "coordinates": [[0.1440, -1.4927, 1.0038], [-0.4002, -0.4476, 0.7094], [-1.3856, 0.1714, 1.4345], [-2.2613, 1.2761, 1.0802], [-0.0582, 0.3379, -0.5612], [1.3701, -0.5521, -1.1478], [2.2395, 0.3744, -1.9930], [-1.7700, -0.3558, 2.2012], [-2.0428, 2.1174, 1.7386], [-3.2842, 0.9357, 1.2871], [-2.2465, 1.6226, 0.0532], [0.2668, 1.3482, -0.2718], [-0.5600, 0.5306, -1.5102], [1.7880, -0.6932, -0.2300], [1.3006, -1.4513, -1.6800], [1.5937, 1.2485, -2.1124], [3.1235, 0.6249, -1.4195], [2.4881, -0.0746, -2.9446]],
  "mulliken_spin": [-0.035, -0.009, 0.036, 0.066, 0.824, 0.379, 0.004, -0.018, -0.004, -0.010, -0.012, -0.011, -0.045, -0.039, -0.101, -0.015, 0.011, -0.023],
  "homo_ev": [-3.803, -9.395],
  "gap_ev": [4.7, 10.2],
  "fmax_ha_per_bohr": 0.0629,
  "spin_multiplicity": 2,
  "s2": 0.754,
  "lumo_ha": [0.0348, 0.0305],
  "e_above_lowest_kcal_mol": 55.7
}

[2]
{
  "formula": "C41H91N5O16Pt2",
  "method": "ωB97M-V with the def2-TZVPD basis set",
  "elements": ["Pt", "Pt", "C", "C", "C", "O", "C", "C", "C", "O", "O", "O", "H", "H", "C", "C", "O", "H", "H", "H", "H", "H", "H", "C", "O", "C", "C", "N", "C", "C", "O", "C", "H", "H", "H", "H", "H", "H", "H", "H", "H", "H", "H", "H", "H", "H", "H", "C", "O", "C", "C", "N", "C", "C", "O", "C", "H", "H", "H", "H", "H", "H", "H", "H", "H", "H", "H", "H", "H", "H", "H", "C", "O", "C", "C", "N", "C", "C", "O", "C", "H", "H", "H", "H", "H", "H", "H", "H", "H", "H", "H", "H", "H", "H", "H", "C", "O", "C", "C", "N", "C", "C", "O", "C", "H", "H", "H", "H", "H", "H", "H", "H", "H", "H", "H", "H", "H", "H", "H", "C", "O", "C", "C", "N", "C", "C", "O", "C", "H", "H", "H", "H", "H", "H", "H", "H", "H", "H", "H", "H", "H", "H", "H", "C", "C", "C", "O", "H", "H", "H", "H", "H", "H", "H", "H"],
  "coordinates": [[-2.8926, 8.9490, -16.7848], [-3.0764, 1.0845, -14.4352], [-4.4525, 4.8721, -16.2611], [-3.8935, 6.2176, -16.2414], [-2.8227, 6.5565, -15.1756], [-2.4681, 7.7694, -15.1143], [-2.3160, 5.4360, -14.3265], [-2.8150, 4.2201, -14.4761], [-3.9623, 3.8906, -15.4474], [-4.4002, 2.7097, -15.5221], [-2.3190, 3.3430, -13.6479], [-4.0715, 7.1149, -17.0472], [-5.3152, 4.6968, -16.8867], [-1.4121, 5.5194, -13.7413], [-6.9202, 8.7583, -15.8095], [-5.7561, 8.9144, -14.8347], [-4.9663, 9.7933, -15.5798], [-7.4142, 9.6870, -16.0951], [-7.6977, 8.0754, -15.4669], [-6.5572, 8.4018, -16.7735], [-5.2451, 8.0083, -14.5090], [-6.1459, 9.4946, -13.9984], [-5.4512, 10.6218, -15.5732], [0.3892, 9.2946, -15.8225], [-0.6046, 8.6897, -16.6242], [0.0217, 8.0770, -17.7694], [-1.0450, 7.4865, -18.6178], [-2.0181, 8.6192, -18.7905], [-3.1178, 8.2873, -19.5940], [-3.9997, 9.5337, -19.6272], [-4.5042, 9.8811, -18.4212], [-5.3085, 11.0520, -18.5734], [0.0224, 10.2411, -15.4254], [1.3236, 9.5674, -16.3130], [0.6145, 8.6300, -14.9884], [0.8165, 7.3684, -17.5363], [0.4919, 8.8397, -18.3900], [-1.5164, 6.6011, -18.1911], [-0.7611, 7.1800, -19.6246], [-1.5624, 9.2427, -19.4414], [-3.6539, 7.4014, -19.2540], [-2.8393, 8.0892, -20.6290], [-4.7620, 9.3686, -20.3886], [-3.3960, 10.3703, -19.9789], [-5.9771, 11.0557, -17.7125], [-5.9647, 11.0154, -19.4430], [-4.7736, 12.0012, -18.5407], [-7.0044, 5.1209, -13.6967], [-7.4439, 6.3700, -13.2213], [-8.8499, 6.3830, -13.0770], [-9.2926, 7.7787, -12.4878], [-8.9047, 7.8073, -11.1395], [-9.0373, 9.2743, -10.7370], [-8.6551, 9.4433, -9.2194], [-8.0916, 10.6681, -8.9842], [-6.8670, 10.6894, -8.3097], [-5.9170, 5.0528, -13.6630], [-7.3742, 4.8358, -14.6816], [-7.3084, 4.2317, -13.1444], [-9.1644, 5.6242, -12.3605], [-9.2641, 6.1288, -14.0527], [-10.3539, 7.9364, -12.6796], [-8.8216, 8.5615, -13.0824], [-8.1032, 7.2233, -10.9481], [-10.0724, 9.5650, -10.9164], [-8.3842, 9.9036, -11.3416], [-8.1390, 8.5945, -8.7708], [-9.5833, 9.4288, -8.6481], [-7.1556, 10.3801, -7.3052], [-6.3960, 11.6723, -8.3008], [-6.1762, 9.9722, -8.7532], [-2.8592, 0.2574, -20.8152], [-3.8763, 0.8208, -20.0538], [-5.0374, 1.2435, -20.8135], [-6.0280, 1.7246, -19.7178], [-7.0452, 2.4797, -20.4721], [-8.0626, 3.2245, -19.7953], [-7.5061, 4.3716, -18.9419], [-8.6008, 5.0283, -18.2992], [-8.0640, 6.0993, -17.5356], [-3.2044, -0.7350, -21.1050], [-2.0497, 0.0042, -20.1306], [-2.6859, 0.8392, -21.7206], [-5.3770, 0.4273, -21.4511], [-4.7463, 2.0664, -21.4663], [-5.4117, 2.4017, -19.1263], [-6.4278, 0.8518, -19.2015], [-7.5907, 1.9284, -21.1191], [-8.7346, 2.6653, -19.1443], [-8.4772, 3.6513, -20.7085], [-6.7873, 4.9660, -19.5059], [-7.0421, 3.9046, -18.0732], [-8.9001, 6.7617, -17.3112], [-7.3454, 6.7920, -17.9736], [-7.7371, 5.7676, -16.5502], [1.3006, 2.1329, -8.6824], [0.3728, 3.1022, -9.0172], [0.8463, 3.7463, -10.2349], [-0.1288, 4.8923, -10.6849], [-1.5070, 4.4315, -10.8032], [-2.3644, 5.5715, -10.8234], [-3.8970, 5.3156, -10.9477], [-4.4303, 4.5609, -9.8956], [-5.8966, 4.5908, -9.9114], [1.0338, 1.5643, -7.7915], [2.2806, 2.5186, -8.4017], [1.6177, 1.5834, -9.5687], [1.1300, 2.9619, -10.9365], [1.8194, 4.1741, -9.9934], [0.2793, 5.3138, -11.6035], [-0.0485, 5.7173, -9.9771], [-1.6638, 4.0514, -11.7257], [-2.0106, 6.2116, -11.6316], [-2.1726, 6.2494, -9.9917], [-4.2279, 4.6987, -11.7832], [-4.3887, 6.2712, -11.1298], [-6.2232, 5.6298, -9.9567], [-6.1488, 4.2695, -8.9009], [-6.3199, 3.9023, -10.6427], [-0.4886, 2.4873, -16.1308], [-1.5448, 1.4992, -15.9776], [-1.5330, 0.4094, -16.8655], [-2.9601, 0.0039, -17.0423], [-3.5955, -0.5510, -15.8890], [-5.0895, -0.7270, -15.9670], [-5.4117, -1.8008, -17.0294], [-5.2528, -3.1226, -16.6145], [-5.4687, -4.0966, -17.6339], [-0.5412, 3.0973, -17.0326], [0.4758, 1.9810, -16.1700], [-0.5816, 3.1932, -15.3054], [-1.0289, -0.4456, -16.4149], [-1.0639, 0.7177, -17.7998], [-3.0111, -0.6287, -17.9285], [-3.5774, 0.8560, -17.3270], [-3.1706, -1.4309, -15.6335], [-5.6447, 0.2007, -16.1060], [-5.3041, -1.0008, -14.9340], [-4.7169, -1.6363, -17.8530], [-6.3943, -1.5802, -17.4465], [-4.8487, -3.9561, -18.5193], [-6.5446, -4.1063, -17.8084], [-5.1831, -5.0370, -17.1625], [-2.1129, 9.4078, -11.5084], [-3.5746, 9.6538, -11.0080], [-4.1234, 10.9880, -11.5873], [-4.4323, 8.5705, -11.4137], [-2.0704, 9.0526, -12.5380], [-1.5986, 8.7395, -10.8177], [-1.6390, 10.3894, -11.5167], [-3.5714, 9.7579, -9.9230], [-3.8738, 11.7819, -10.8833], [-5.2086, 10.9754, -11.4857], [-3.8802, 11.1444, -12.6382], [-4.4586, 8.5599, -12.3733]],
  "mulliken_spin": [1.441, 1.498, 0.051, -0.010, -0.010, 0.179, 0.014, -0.078, 0.055, 0.193, 0.080, 0.134, 0.000, -0.001, -0.012, 0.011, 0.027, 0.001, 0.000, 0.007, 0.005, -0.005, 0.000, -0.004, -0.001, 0.007, -0.001, 0.139, -0.010, -0.003, 0.069, 0.000, 0.006, -0.001, -0.001, 0.001, 0.001, 0.002, 0.000, 0.002, -0.004, 0.006, 0.000, 0.002, -0.001, 0.002, 0.000, -0.001, 0.000, 0.000, 0.000, 0.000, 0.000, 0.000, 0.000, 0.000, -0.002, 0.001, 0.000, 0.000, 0.000, 0.000, 0.000, 0.000, 0.000, 0.000, 0.000, 0.000, 0.000, 0.000, 0.000, 0.000, 0.000, 0.000, 0.001, 0.000, 0.000, 0.000, 0.000, 0.000, 0.000, 0.000, 0.000, 0.000, 0.000, 0.000, 0.000, 0.000, 0.000, 0.000, 0.000, 0.001, 0.000, 0.000, 0.000, -0.002, 0.021, 0.027, 0.037, 0.706, 0.064, 0.012, 0.017, -0.002, 0.002, 0.004, 0.000, -0.001, 0.000, 0.035, 0.006, -0.025, 0.056, 0.030, -0.006, -0.003, 0.001, 0.000, 0.001, 0.011, 0.097, 0.029, -0.036, 0.097, 0.010, 0.008, 0.000, 0.000, 0.002, 0.004, -0.001, 0.003, -0.002, 0.000, 0.013, -0.004, -0.004, 0.004, -0.001, 0.001, 0.000, 0.000, 0.000, 0.004, -0.002, 0.000, 0.003, -0.005, 0.001, 0.000, 0.000, 0.000, 0.000, 0.000, -0.001],
  "homo_ev": [-13.320, -13.320],
  "gap_ev": [5.0, 2.7],
  "fmax_ha_per_bohr": 0.1129,
  "spin_multiplicity": 6,
  "s2": 8.764,
  "lumo_ha": [-0.3060, -0.3921],
  "charge": 3
}

Question: What is the formula in the second record?
Answer: C41H91N5O16Pt2